A cluster of 2 separate species, C10H19ClN3 in total. Source: OMol25; level of theory: ωB97M-V with the def2-TZVPD basis set.

Each line ends with the Löwdin charge.
Atoms and positions in Å:
C -1.8990 -2.4722 1.5295  0.00
N -0.5984 -3.1470 1.6164  -0.18
C -0.5300 -4.6056 1.6196  -0.04
C 0.5688 -2.4274 1.3990  -0.36
Cl 2.1187 -3.1490 1.6575  0.79
H -2.7017 -3.2026 1.4474  0.10
H -2.0687 -1.8643 2.4176  0.11
H -1.9359 -1.8144 0.6614  0.10
H -1.5276 -5.0405 1.6355  0.10
H -0.0086 -4.9568 0.7289  0.10
H 0.0241 -4.9555 2.4900  0.10
H 0.5181 -1.4691 0.9227  0.04
C 1.2630 0.8797 -2.7390  -0.15
C 0.5454 -0.2038 -1.9151  -0.26
N 0.5251 0.0173 -0.5311  0.02
C 0.2925 1.2316 -0.1984  -0.32
C 0.0433 1.7277 1.1980  -0.10
C -0.1428 3.2678 1.1034  -0.13
C -0.0171 3.6150 -0.3938  -0.13
N 0.2049 2.3270 -1.0694  -0.06
C 0.6640 2.2559 -2.4582  -0.15
H 2.3253 0.8887 -2.4659  0.12
H 1.2227 0.6491 -3.8150  0.12
H -0.4987 -0.2775 -2.2483  0.12
H 0.9961 -1.1892 -2.1036  0.11
H -0.8566 1.2364 1.5866  0.11
H 0.8730 1.4452 1.8589  0.12
H -1.1179 3.5766 1.5046  0.11
H 0.6123 3.7931 1.7047  0.11
H -0.9211 4.0711 -0.8124  0.12
H 0.8320 4.2758 -0.5983  0.12
H 1.3915 3.0597 -2.6282  0.12
H -0.1967 2.4571 -3.1049  0.12

Its net charge is +1. The HOMO-LUMO gap comes out at 6.38 eV. The energy above the lowest of the compared OMol25 structures with the same formula, charge and spin is 30.8 kcal per mole. The HOMO energy is -11.197 eV.


A structure of composition C3H4N2OS. Source: OMol25; level of theory: ωB97M-V with the def2-TZVPD basis set.

Each line ends with the Löwdin charge.
Atoms and positions in Å:
C 0.8377 0.7674 -0.7581  -0.13
C 1.3552 -0.3238 -1.2183  -0.39
C -0.3729 -0.7332 0.3572  -0.45
N -1.7000 -1.2101 1.5834  0.03
N -0.1516 0.5298 0.1957  -0.35
O -0.7526 1.4405 0.8426  -0.11
S 0.5879 -1.7984 -0.6302  1.01
H 0.9538 1.7773 -1.1042  0.14
H 2.0802 -0.3699 -2.0854  0.10
H -2.1260 -1.9442 0.9576  0.02
H -2.0792 -0.0627 1.4940  0.13

The HOMO-LUMO gap comes out at 9.09 eV. The energy above the lowest of the compared OMol25 structures with the same formula, charge and spin is 121.5 kcal per mole. The HOMO energy is -8.589 eV.


A structure of composition C24H38BCoN8O2S. Source: OMol25; level of theory: ωB97M-V with the def2-TZVPD basis set.

Each line ends with the Löwdin charge.
Atoms and positions in Å:
Co 0.0365 -0.2379 0.2595  0.80
C 0.5360 1.1906 3.2860  0.01
C 0.7259 1.9901 2.0556  -0.25
C 1.0742 3.3362 1.9369  0.05
C 1.1387 3.5811 0.5887  -0.01
N 0.8658 2.4504 -0.0917  0.07
N 0.5925 1.4780 0.8264  0.04
B 0.7248 2.0301 -1.5931  -0.60
N 1.6268 0.8234 -1.8284  0.04
C 2.7236 0.7167 -2.5941  0.00
C 3.4874 -0.3136 -2.1128  0.04
C 2.8187 -0.8031 -0.9897  -0.23
C 3.4656 -1.7722 -0.0581  0.01
N 1.6428 -0.1387 -0.8631  0.06
N -0.7231 1.6124 -1.7869  0.03
C -1.7081 2.2405 -2.4349  -0.01
C -2.9037 1.7540 -1.9823  0.03
C -2.5963 0.8212 -0.9983  -0.23
C -3.6697 0.1634 -0.2140  0.00
N -1.2363 0.6951 -0.9104  0.08
N 1.1061 3.1321 -2.6403  0.06
C 1.7894 4.3737 -2.5458  0.07
C 1.8911 4.8861 -3.7951  0.06
C 1.2747 3.9440 -4.6492  -0.18
C 1.0858 3.9345 -6.0931  0.04
N 0.8143 2.8684 -3.8701  0.20
H 1.3620 1.3613 3.9765  0.11
H 0.4839 0.1263 3.0637  0.05
H -0.3838 1.4935 3.7868  0.10
H 1.2573 4.0317 2.7354  0.14
H 1.3549 4.5090 0.0961  0.12
H 2.9122 1.3828 -3.4157  0.13
H 4.4433 -0.6474 -2.4737  0.14
H 4.5414 -1.6724 -0.1868  0.11
H 3.2158 -2.8058 -0.2888  0.09
H 3.2393 -1.5592 0.9834  0.07
H -1.5122 3.0000 -3.1687  0.13
H -3.8898 2.0412 -2.2982  0.14
H -4.6016 0.6812 -0.4321  0.11
H -3.4786 0.2208 0.8507  0.07
H -3.7946 -0.8729 -0.5155  0.08
H 2.1609 4.7499 -1.6131  0.12
H 2.3508 5.8129 -4.0889  0.14
H 1.4126 4.8588 -6.5595  0.11
H 0.0377 3.7259 -6.3351  0.12
H 1.6391 3.0895 -6.5251  0.13
C -3.0745 -3.4776 0.0928  -0.11
C -3.4074 -2.7708 1.3942  -0.37
S -1.9796 -2.0301 2.2155  1.06
O -1.4680 -0.8360 1.3464  -0.56
C -2.8505 -1.3031 3.6220  -0.35
C -1.9858 -1.1737 4.8647  -0.10
H -3.9955 -3.8556 -0.3495  0.10
H -2.4211 -4.3312 0.2626  0.08
H -2.6082 -2.8135 -0.6333  0.06
H -3.7291 -3.4995 2.1439  0.11
H -4.1875 -2.0177 1.3036  0.09
H -3.6747 -1.9920 3.8129  0.11
H -3.2661 -0.3596 3.2649  0.11
H -1.5955 -2.1419 5.1746  0.09
H -2.5971 -0.7918 5.6811  0.10
H -1.1593 -0.4899 4.7245  0.05
C 1.7936 -3.8416 2.0006  -0.11
C 0.8044 -4.3819 0.9686  -0.11
C 0.6090 -3.2117 0.0192  -0.13
O 0.8560 -2.0158 0.8369  -0.30
C 1.3574 -2.3994 2.1617  -0.16
H 2.8160 -3.9038 1.6318  0.12
H 1.7458 -4.3777 2.9458  0.14
H -0.1340 -4.6531 1.4507  0.11
H 1.1805 -5.2583 0.4457  0.14
H -0.3970 -3.1380 -0.3880  0.10
H 1.3213 -3.2079 -0.8038  0.12
H 0.5533 -2.2998 2.8864  0.09
H 2.1593 -1.7108 2.4302  0.12

Its net charge is +3. The spin multiplicity is 2. The HOMO-LUMO gap (alpha / beta) comes out at 7.01 / 5.67 eV. As for the expectation value of S²: 0.76. The HOMO energy (alpha / beta) is -17.506 / -17.503 eV.


A structure of composition C33H35CoNO2S3. Source: OMol25; level of theory: ωB97M-V with the def2-TZVPD basis set.

Each line ends with the Löwdin charge.
Atoms and positions in Å:
Co 0.1204 -0.0596 0.0529  0.67
S -2.1028 -1.2031 -0.1451  0.69
C -2.3433 0.4148 -0.5350  -1.10
N -1.3855 1.2986 -0.3247  -0.07
C -1.7224 2.5517 -0.7500  -0.32
C -0.9440 3.7028 -0.6457  -0.02
C -1.4252 4.8860 -1.1668  -0.09
C -2.6744 4.9496 -1.7748  -0.10
C -3.4736 3.8239 -1.8700  -0.10
C -2.9948 2.6348 -1.3520  -0.46
S -3.7770 1.0706 -1.3136  1.04
H 0.0185 3.6532 -0.1598  0.11
H -0.8183 5.7772 -1.0963  0.10
H -3.0279 5.8899 -2.1691  0.10
H -4.4455 3.8685 -2.3385  0.11
C 4.3138 0.1226 0.1837  -0.06
C 4.0444 -1.3653 -0.0595  -0.36
C 3.1254 -1.9544 1.0110  -0.07
C 3.4818 -1.5527 -1.4487  -0.15
C 4.1689 -2.3498 -2.3448  -0.06
C 3.7632 -2.4715 -3.6621  -0.10
C 2.6685 -1.7458 -4.0940  -0.05
C 1.9394 -0.9426 -3.2352  -0.14
C 0.7608 -0.1751 -3.7867  -0.36
C -0.5351 -0.8759 -3.3815  -0.06
C 0.7706 1.2933 -3.3649  -0.06
C 2.2957 -0.8833 -1.8610  -0.27
O 1.5753 -0.2195 -0.9931  -0.22
H 4.7973 0.2732 1.1478  0.07
H 3.3762 0.6759 0.1623  0.06
H 4.9641 0.5103 -0.6002  0.09
H 5.0024 -1.8988 -0.0158  0.13
H 2.1490 -1.4718 0.9689  0.02
H 3.5462 -1.8044 2.0037  0.07
H 2.9851 -3.0214 0.8508  0.09
H 5.0458 -2.8862 -2.0088  0.10
H 4.3106 -3.0979 -4.3487  0.09
H 2.3610 -1.8095 -5.1287  0.11
H 0.8316 -0.2027 -4.8803  0.13
H -0.5940 -0.9475 -2.2939  0.00
H -0.5702 -1.8874 -3.7835  0.09
H -1.4038 -0.3278 -3.7375  0.08
H 0.6174 1.3906 -2.2935  0.04
H -0.0279 1.8327 -3.8700  0.08
H 1.7216 1.7567 -3.6173  0.09
O 0.1174 -0.2938 2.1098  -0.59
S 0.7424 -0.9373 3.2974  1.01
C 1.4140 0.4984 4.2876  -0.24
C 0.3673 1.4618 4.7198  -0.30
C -0.0548 1.5073 6.0467  -0.07
C -1.0225 2.4122 6.4465  -0.08
C -1.5837 3.2792 5.5247  -0.08
C -1.1834 3.2284 4.1990  -0.07
C -0.2168 2.3238 3.7972  -0.04
C -0.6528 -1.4228 4.4447  -0.23
C -1.9706 -1.4233 3.7505  -0.29
C -2.8388 -0.3487 3.8916  -0.03
C -4.0831 -0.3727 3.2909  -0.07
C -4.4710 -1.4655 2.5340  -0.09
C -3.5951 -2.5225 2.3602  -0.14
C -2.3528 -2.5017 2.9620  -0.08
H 2.1291 0.9586 3.6058  0.10
H 1.9406 0.0553 5.1309  0.10
H 0.3870 0.8446 6.7786  0.12
H -1.3369 2.4390 7.4796  0.11
H -2.3268 3.9961 5.8406  0.10
H -1.6236 3.8982 3.4756  0.11
H 0.0851 2.2796 2.7617  0.11
H -0.6571 -0.7361 5.2870  0.07
H -0.3792 -2.4231 4.7799  0.10
H -2.5403 0.5095 4.4771  0.10
H -4.7538 0.4643 3.4140  0.11
H -5.4437 -1.4849 2.0679  0.11
H -3.8754 -3.3586 1.7394  0.11
H -1.6663 -3.3207 2.8087  0.12

The spin multiplicity is 4. The HOMO-LUMO gap (alpha / beta) comes out at 7.38 / 7.42 eV. As for the expectation value of S²: 3.76. The energy above the lowest of the compared OMol25 structures with the same formula, charge and spin is 11.9 kcal per mole. The HOMO energy (alpha / beta) is -7.172 / -7.244 eV.